[1]
Entry from OMol25: a cluster of 6 separate species, C50H70NO8PS in total (ωB97M-V/def2-TZVPD).

Largest force on an atom, eV/Å: 2.9
HOMO energy, eV: -7.918
Structure (SMILES): CCOCCOC[C@@]1(CCCCCCOC(C)=O)OS(=O)(=O)O[C@]1(CN)P(CC)CC.c1ccccc1.c1ccccc1.c1ccccc1.c1ccccc1.c1ccccc1
Frontier orbital gap, eV: 8.4
Molar mass, g/mol: 876.1

Structure (ORCA input):
```
! wB97M-V def2-TZVPD RIJCOSX def2/J DEFGRID3
* xyz 0 1
C 6.017 -2.073 1.456
C 6.604 -3.114 0.518
O 6.430 -2.622 -0.813
C 5.772 -3.515 -1.700
C 4.994 -2.679 -2.724
O 3.580 -2.836 -2.580
C 2.902 -1.878 -3.406
C 2.050 -0.850 -2.685
C 1.204 -0.247 -3.853
C 0.071 -1.171 -4.350
C -1.336 -0.523 -4.362
C -2.287 -1.047 -3.263
C -3.291 0.028 -2.774
C -3.489 -0.087 -1.258
O -4.578 -1.006 -1.059
C -4.769 -1.432 0.192
C -3.748 -1.302 1.286
O -5.787 -1.986 0.432
O 1.093 -1.370 -1.727
S 0.448 -0.145 -0.946
O -0.554 0.553 -1.651
O 0.086 -0.548 0.342
O 1.723 0.806 -1.051
C 2.782 0.199 -1.825
C 3.775 -0.376 -0.726
N 3.363 0.055 0.640
P 3.481 1.619 -2.825
C 2.862 3.229 -2.207
C 3.077 3.556 -0.701
C 5.322 1.563 -2.909
C 6.086 2.435 -1.876
H 6.250 -1.093 1.045
H 4.937 -2.182 1.470
H 6.410 -2.157 2.467
H 7.676 -3.220 0.685
H 6.112 -4.069 0.697
H 5.091 -4.199 -1.197
H 6.537 -4.047 -2.270
H 5.278 -2.982 -3.738
H 5.307 -1.642 -2.588
H 2.300 -2.464 -4.097
H 3.612 -1.321 -4.014
H 0.864 0.753 -3.611
H 1.907 -0.108 -4.668
H 0.306 -1.415 -5.383
H 0.006 -2.122 -3.824
H -1.252 0.560 -4.344
H -1.800 -0.826 -5.300
H -1.669 -1.447 -2.461
H -2.872 -1.886 -3.640
H -2.871 0.992 -3.052
H -4.250 -0.067 -3.273
H -3.728 0.913 -0.899
H -2.548 -0.427 -0.847
H -4.019 -1.842 2.178
H -2.827 -1.757 0.910
H -3.506 -0.253 1.454
H 3.790 -1.463 -0.723
H 4.794 -0.032 -0.869
H 4.214 0.273 1.148
H 3.015 -0.771 1.116
H 1.819 3.365 -2.461
H 3.397 3.978 -2.791
H 3.516 4.535 -0.537
H 2.089 3.617 -0.246
H 3.597 2.784 -0.149
H 5.716 0.553 -2.826
H 5.623 1.916 -3.890
H 7.102 2.062 -1.754
H 5.618 2.397 -0.897
H 6.136 3.469 -2.208
C 4.456 -2.657 5.044
C 4.799 -1.721 6.009
C 3.944 -0.658 6.280
C 2.750 -0.530 5.582
C 2.416 -1.464 4.612
C 3.264 -2.526 4.344
H 5.117 -3.489 4.834
H 5.732 -1.818 6.551
H 4.210 0.071 7.035
H 2.082 0.296 5.793
H 1.490 -1.368 4.058
H 2.997 -3.252 3.585
C -0.266 -4.154 5.169
C -1.059 -4.824 6.089
C -2.358 -5.182 5.752
C -2.862 -4.870 4.496
C -2.068 -4.194 3.580
C -0.773 -3.836 3.918
H 0.751 -3.881 5.422
H -0.665 -5.069 7.067
H -2.978 -5.708 6.468
H -3.873 -5.154 4.231
H -2.456 -3.945 2.599
H -0.152 -3.311 3.200
C -7.276 -0.620 -6.246
C -8.652 -0.634 -6.066
C -9.189 -1.035 -4.850
C -8.351 -1.426 -3.815
C -6.975 -1.421 -3.997
C -6.439 -1.016 -5.212
H -6.857 -0.301 -7.192
H -9.307 -0.331 -6.873
H -10.263 -1.043 -4.709
H -8.769 -1.736 -2.866
H -6.321 -1.731 -3.190
H -5.364 -1.010 -5.354
C -6.943 3.653 3.035
C -7.359 3.629 1.711
C -7.380 2.431 1.011
C -6.982 1.254 1.631
C -6.558 1.281 2.953
C -6.540 2.479 3.655
H -6.933 4.587 3.583
H -7.668 4.546 1.224
H -7.706 2.413 -0.022
H -6.997 0.317 1.088
H -6.242 0.365 3.438
H -6.211 2.497 4.687
C 0.254 6.521 1.525
C 0.391 6.721 2.892
C 1.570 7.244 3.404
C 2.615 7.565 2.549
C 2.482 7.357 1.183
C 1.302 6.837 0.671
H -0.668 6.118 1.126
H -0.424 6.468 3.559
H 1.674 7.402 4.470
H 3.534 7.975 2.947
H 3.300 7.602 0.516
H 1.197 6.677 -0.395
*
```


[2]
Entry from OMol25: a cluster of 13 separate species, C50H75N3O18 in total (ωB97M-V/def2-TZVPD).

Largest force on an atom, eV/Å: 6.3
HOMO energy, eV: -7.995
Frontier orbital gap, eV: 8.0
Molar mass, g/mol: 1006.2

Structure (ORCA input):
```
! wB97M-V def2-TZVPD RIJCOSX def2/J DEFGRID3
* xyz 0 1
O -3.473 -1.658 -4.335
C -2.556 -2.376 -4.237
O -2.355 -3.334 -5.146
C -1.335 -4.213 -4.621
C -0.461 -3.263 -3.853
C -1.517 -2.486 -3.118
H -0.820 -4.743 -5.419
H -1.856 -4.962 -4.016
H 0.147 -2.643 -4.510
H 0.260 -3.702 -3.154
H -1.244 -1.474 -2.836
H -1.988 -3.022 -2.300
O -1.658 4.170 1.445
C -2.328 3.784 2.288
O -3.523 3.234 2.093
C -3.989 2.520 3.281
C -2.832 2.549 4.270
C -1.970 3.712 3.746
H -4.267 1.517 3.009
H -4.879 3.066 3.593
H -2.321 1.583 4.326
H -3.113 2.753 5.306
H -0.914 3.695 3.961
H -2.414 4.643 4.148
O 0.976 -0.393 -6.240
C 0.260 0.518 -6.479
O -0.018 0.859 -7.736
C -0.893 2.030 -7.760
C -0.698 2.655 -6.386
C -0.523 1.404 -5.538
H -1.906 1.641 -7.867
H -0.549 2.683 -8.550
H -1.604 3.206 -6.128
H 0.174 3.289 -6.376
H -1.478 0.895 -5.342
H -0.069 1.577 -4.568
O 3.848 1.076 3.276
C 4.157 0.979 4.406
O 3.933 1.964 5.307
C 4.605 1.673 6.569
C 5.505 0.427 6.292
C 4.804 -0.198 5.085
H 3.897 1.464 7.365
H 5.216 2.546 6.768
H 5.497 -0.189 7.180
H 6.484 0.796 6.006
H 4.185 -1.060 5.333
H 5.490 -0.655 4.364
O -3.824 -4.274 1.537
C -3.009 -4.527 0.785
O -3.234 -5.476 -0.165
C -2.086 -5.712 -0.955
C -0.927 -4.986 -0.247
C -1.667 -3.922 0.548
H -2.267 -5.319 -1.953
H -1.837 -6.770 -1.011
H -0.161 -4.526 -0.884
H -0.320 -5.616 0.413
H -1.748 -3.000 -0.036
H -1.276 -3.581 1.503
O 0.027 -4.027 3.500
C 1.072 -3.682 3.087
O 2.058 -3.223 3.913
C 3.130 -2.645 3.189
C 2.934 -3.072 1.683
C 1.501 -3.610 1.637
H 4.126 -2.932 3.511
H 3.009 -1.560 3.284
H 3.662 -3.849 1.459
H 3.097 -2.237 1.004
H 1.517 -4.623 1.232
H 0.812 -3.048 1.013
O 0.912 6.521 -3.847
C 0.398 6.120 -2.864
O 0.576 4.856 -2.444
C -0.204 4.556 -1.261
C -0.796 5.870 -0.774
C -0.531 6.862 -1.923
H 0.442 4.142 -0.492
H -0.955 3.825 -1.556
H -0.223 6.215 0.084
H -1.823 5.809 -0.448
H 0.037 7.725 -1.577
H -1.354 7.180 -2.568
O -0.631 -0.525 4.540
C -0.178 -0.539 5.631
O -0.357 0.483 6.482
C 0.635 0.357 7.531
C 0.992 -1.140 7.616
C 0.895 -1.516 6.166
H 0.289 0.745 8.479
H 1.537 0.885 7.193
H 0.306 -1.703 8.246
H 1.972 -1.182 8.111
H 0.538 -2.520 5.963
H 1.787 -1.361 5.570
N 2.750 -2.114 -3.941
C 2.759 -2.606 -2.659
C 3.424 -3.782 -2.679
C 3.888 -3.983 -3.994
C 3.386 -2.963 -4.752
H 2.055 -1.427 -4.189
H 2.213 -2.119 -1.872
H 3.532 -4.418 -1.812
H 4.393 -4.848 -4.380
H 3.434 -2.762 -5.808
N 4.199 1.508 0.358
C 3.751 2.683 -0.157
C 4.039 2.701 -1.461
C 4.792 1.517 -1.742
C 4.892 0.818 -0.597
H 3.996 1.204 1.287
H 3.211 3.393 0.453
H 3.879 3.521 -2.134
H 5.236 1.225 -2.675
H 5.466 -0.042 -0.281
N -3.994 1.193 -4.201
C -4.136 2.415 -4.873
C -3.865 3.410 -3.955
C -3.386 2.786 -2.750
C -3.373 1.430 -3.013
H -4.171 0.333 -4.685
H -4.555 2.439 -5.863
H -3.987 4.445 -4.256
H -2.968 3.310 -1.909
H -3.085 0.581 -2.404
C -5.818 -1.435 0.119
C -4.346 -1.215 0.005
O -3.659 -1.849 -0.784
C -3.720 -0.211 0.935
H -5.935 -2.313 0.765
H -6.264 -1.663 -0.842
H -6.300 -0.561 0.558
H -2.656 -0.425 1.045
H -4.223 -0.158 1.896
H -3.729 0.812 0.521
C -0.288 1.052 -0.726
C -0.009 -0.090 0.160
O -0.014 -1.245 -0.159
C 0.277 0.280 1.585
H 0.483 1.796 -0.520
H -1.254 1.517 -0.530
H -0.186 0.791 -1.779
H 0.463 -0.637 2.144
H -0.538 0.846 2.038
H 1.192 0.874 1.709
*
```


[3]
Entry from OMol25: a cluster of 14 separate species, C50H86Br26ClF2N3O6PS in total (ωB97M-V/def2-TZVPD).

Largest force on an atom, eV/Å: 10.1
HOMO energy, eV: -10.310
Frontier orbital gap, eV: 7.4
Molar mass, g/mol: 3039.2

Structure (ORCA input):
```
! wB97M-V def2-TZVPD RIJCOSX def2/J DEFGRID3
* xyz 1 1
C -5.353 0.794 8.617
C -6.629 1.865 8.472
C -5.966 3.344 8.053
N -5.613 3.375 6.588
C -4.218 3.920 6.430
C -3.701 3.921 4.837
C -2.192 4.548 4.927
C -1.112 3.912 3.858
C -1.041 4.259 2.255
C 0.097 3.457 1.359
C 1.144 2.331 1.945
C 2.246 1.495 1.050
C 1.094 2.005 3.556
C -0.028 2.789 4.457
C -3.428 2.300 4.505
O -3.119 1.390 5.446
N -3.455 1.739 3.068
C -3.550 0.207 3.231
O -4.662 -0.446 3.580
F -2.318 -0.594 3.008
N -4.655 4.470 3.860
C -4.423 5.805 3.270
C -5.160 6.067 1.786
O -4.688 5.573 0.630
F -6.437 6.874 1.779
C -6.110 4.121 4.080
C -6.549 2.707 3.298
C -6.169 2.835 1.672
O -6.665 1.690 0.895
C -5.610 0.720 0.574
O -4.373 0.985 0.148
C -6.035 -0.892 0.702
C -7.474 -0.946 1.531
C -6.568 4.115 5.690
S -6.731 5.974 6.116
P -8.395 3.471 5.916
O -9.312 4.147 4.552
Cl -9.324 4.339 7.617
H -5.725 -0.185 9.185
H -4.998 0.400 7.548
H -4.409 1.272 9.115
H -7.313 1.418 7.635
H -7.242 1.915 9.471
H -6.615 4.252 8.431
H -4.964 3.396 8.701
H -5.602 2.365 6.256
H -3.455 3.331 7.136
H -4.091 5.057 6.772
H -2.138 5.725 4.863
H -1.767 4.278 6.010
H -1.799 5.047 1.783
H 0.116 3.695 0.189
H 2.535 2.049 0.061
H 1.731 0.463 0.764
H 3.153 1.220 1.742
H 1.823 1.230 4.091
H -0.107 2.545 5.621
H -2.533 1.873 2.597
H -3.332 6.159 3.072
H -4.912 6.634 3.977
H -6.870 4.920 3.616
H -6.064 1.751 3.795
H -7.708 2.523 3.300
H -6.803 3.778 1.305
H -5.049 3.119 1.487
H -6.199 -1.305 -0.383
H -5.182 -1.533 1.228
H -7.873 -2.038 1.698
H -8.273 -0.379 0.854
H -7.389 -0.314 2.520
H -7.116 6.136 7.455
H -10.074 4.688 4.939
Br -0.402 -1.260 -0.842
C -1.803 -0.764 -2.105
C -2.783 -1.895 -2.307
Br -2.041 -3.274 -3.470
H -1.306 -0.450 -3.027
H -2.299 0.100 -1.653
H -3.680 -1.542 -2.822
H -3.076 -2.388 -1.375
Br -1.786 -2.889 7.616
C -1.107 -2.559 5.818
C 0.386 -2.332 5.831
Br 0.822 -0.540 6.466
H -1.672 -1.715 5.413
H -1.355 -3.461 5.251
H 0.793 -2.380 4.816
H 0.928 -3.037 6.468
Br -5.501 -4.764 -0.623
C -6.643 -4.662 -2.201
C -6.175 -3.579 -3.145
Br -6.685 -1.811 -2.500
H -7.667 -4.515 -1.845
H -6.564 -5.645 -2.673
H -6.664 -3.678 -4.118
H -5.091 -3.566 -3.288
Br 5.269 3.432 1.924
C 6.423 3.176 0.372
C 5.619 2.799 -0.851
Br 5.070 0.929 -0.785
H 7.169 2.426 0.649
H 6.919 4.139 0.225
H 6.229 2.884 -1.754
H 4.710 3.394 -0.973
Br 8.251 5.501 -3.397
C 9.154 5.322 -1.678
C 10.106 4.149 -1.679
Br 9.146 2.460 -1.501
H 8.374 5.248 -0.914
H 9.699 6.261 -1.544
H 10.771 4.190 -0.812
H 10.708 4.079 -2.590
Br -3.616 3.871 -3.553
C -3.535 5.653 -2.764
C -2.116 6.169 -2.724
Br -1.103 5.339 -1.279
H -4.001 5.586 -1.777
H -4.156 6.279 -3.412
H -2.101 7.240 -2.502
H -1.562 5.987 -3.649
Br 3.199 -3.670 -2.901
C 2.057 -3.569 -4.479
C 2.525 -2.486 -5.423
Br 2.015 -0.717 -4.778
H 1.033 -3.422 -4.124
H 2.136 -4.552 -4.951
H 2.036 -2.585 -6.397
H 3.609 -2.473 -5.567
Br 3.623 -5.149 -9.606
C 3.089 -5.856 -7.869
C 1.634 -6.265 -7.869
Br 0.464 -4.710 -7.744
H 3.324 -5.089 -7.126
H 3.734 -6.724 -7.705
H 1.403 -6.867 -6.986
H 1.338 -6.816 -8.766
Br -8.977 0.145 5.465
C -9.511 -0.562 7.202
C -10.966 -0.971 7.202
Br -12.136 0.584 7.327
H -9.276 0.205 7.945
H -8.866 -1.430 7.366
H -11.197 -1.573 8.085
H -11.262 -1.522 6.305
Br 5.307 -8.702 -5.578
C 6.460 -8.958 -7.129
C 5.657 -9.335 -8.352
Br 5.108 -11.205 -8.286
H 7.207 -9.707 -6.852
H 6.957 -7.994 -7.276
H 6.267 -9.249 -9.256
H 4.748 -8.739 -8.475
Br 12.236 1.949 -4.240
C 11.095 2.051 -5.818
C 11.562 3.134 -6.762
Br 11.053 4.902 -6.117
H 10.071 2.197 -5.462
H 11.174 1.067 -6.290
H 11.073 3.035 -7.735
H 12.647 3.146 -6.905
Br 7.504 -5.736 -5.663
C 9.097 -6.442 -4.785
C 10.236 -6.601 -5.765
Br 9.991 -8.180 -6.882
H 8.806 -7.379 -4.301
H 9.348 -5.704 -4.018
H 11.178 -6.770 -5.236
H 10.351 -5.747 -6.439
Br 14.936 -7.863 -6.060
C 13.795 -7.761 -7.638
C 14.262 -6.679 -8.582
Br 13.753 -4.910 -7.937
H 12.771 -7.615 -7.282
H 13.874 -8.745 -8.110
H 13.773 -6.778 -9.555
H 15.347 -6.666 -8.725
*
```


Question: What is the formula in the third record?
Answer: C50H86Br26ClF2N3O6PS


Question: Which value of frontier orbital gap does entry 3 give?
Answer: 7.4 eV